Here is an isolated molecule of C20H29N3O5S from OMol25. Energies are from ωB97M-V with the def2-TZVPD basis set.

Structure (XYZ):
```
58
Properties=species:S:1:pos:R:3:forces:R:3
C 0.7947 6.1605 2.4712 -0.168 -0.224 -0.088
C -0.0256 5.0185 1.8769 0.079 0.133 0.522
N 0.5540 4.5194 0.6526 0.842 -0.713 0.100
C 0.2562 5.1449 -0.6098 -0.183 -0.037 -0.614
C -1.1081 4.7430 -1.1706 0.225 0.118 0.126
S 1.5328 3.1995 0.6921 -0.433 0.008 -0.254
O 2.0224 3.0397 2.0277 -0.296 0.020 0.211
O 2.4629 3.2855 -0.3958 -0.257 -0.021 -0.130
C 0.4216 1.8296 0.3443 0.588 0.398 -0.064
C 0.2892 1.3953 -0.9634 0.210 0.098 0.003
C -0.5676 0.3545 -1.2901 -0.239 -0.184 0.181
C -1.2790 -0.2267 -0.2538 0.327 0.516 0.333
C -1.1383 0.2315 1.0672 0.364 0.287 -0.873
C -0.2876 1.2636 1.3927 -0.353 -0.396 0.231
O -1.9280 -0.5164 1.8850 0.055 0.125 0.435
C -2.5571 -1.4600 1.1191 -0.370 -0.491 -0.344
O -3.3058 -2.2867 1.5417 -0.027 0.001 0.108
N -2.1617 -1.2806 -0.1946 0.129 0.187 0.259
C -2.6120 -2.1215 -1.2747 -0.417 -0.301 -0.022
C -2.4219 -3.6342 -1.0397 0.000 0.312 -0.169
O -3.3683 -4.3716 -1.2197 -0.351 -0.013 -0.135
N -1.2044 -4.0883 -0.6739 0.115 -0.138 0.158
C -1.1047 -5.5061 -0.3816 -0.183 -0.138 0.003
C 0.0207 -3.3077 -0.6312 0.248 -0.112 0.130
C 1.1311 -3.9316 -1.4847 -0.110 0.401 -0.130
C 2.3299 -2.9854 -1.5172 0.130 -0.282 0.153
C 2.8460 -2.7241 -0.1050 -0.083 0.309 -0.112
C 1.7385 -2.1559 0.7783 0.140 -0.272 0.118
C 0.5382 -3.0995 0.7976 -0.078 0.365 -0.199
H 1.7994 5.8051 2.6819 0.093 0.013 0.050
H 0.3379 6.5054 3.3951 -0.025 0.102 0.105
H 0.8554 6.9951 1.7772 0.016 0.122 -0.043
H -0.0452 4.1878 2.5829 -0.218 0.133 0.092
H -1.0535 5.3401 1.6838 0.037 -0.125 -0.014
H 1.0503 4.8368 -1.2915 -0.097 0.271 -0.084
H 0.3039 6.2322 -0.4941 0.115 -0.071 0.020
H -1.2587 5.2142 -2.1381 -0.085 0.043 -0.114
H -1.9078 5.0606 -0.5057 -0.133 0.014 0.033
H -1.1681 3.6641 -1.2914 -0.049 -0.061 -0.038
H 0.8915 1.8743 -1.7185 0.045 0.002 -0.157
H -0.6644 0.0153 -2.3094 -0.003 -0.046 -0.110
H -0.1433 1.6012 2.4040 -0.010 -0.001 0.218
H -2.1014 -1.8202 -2.1916 -0.022 0.023 0.086
H -3.6906 -1.9914 -1.4140 0.224 -0.076 -0.050
H -2.1044 -5.8721 -0.1558 0.137 -0.031 -0.001
H -0.4586 -5.6647 0.4784 0.075 -0.023 0.006
H -0.7180 -6.0590 -1.2399 0.010 -0.057 0.036
H -0.1857 -2.3281 -1.0639 0.019 -0.056 0.006
H 1.4414 -4.8874 -1.0620 -0.029 -0.112 0.014
H 0.7618 -4.1087 -2.4972 -0.038 -0.087 -0.011
H 3.1231 -3.4207 -2.1275 -0.001 0.066 -0.074
H 2.0378 -2.0374 -1.9754 0.002 0.058 -0.079
H 3.6821 -2.0244 -0.1406 0.087 -0.049 0.033
H 3.2091 -3.6599 0.3256 0.072 -0.053 0.038
H 2.1097 -2.0139 1.7944 -0.016 0.092 0.021
H 1.4370 -1.1764 0.3984 -0.024 0.082 0.003
H 0.8464 -4.0563 1.2221 -0.042 -0.084 0.039
H -0.2550 -2.7008 1.4322 -0.049 -0.046 0.037
```
Forces are in eV/Å.

Orbital gap, eV: 9.30
Energy above the lowest of the compared OMol25 structures with the same formula, charge and spin, kcal/mol: 21.7
SMILES: CCN(CC)S(=O)(=O)c1ccc2c(c1)oc(=O)n2CC(=O)N(C)C1CCCCC1
2S+1: 1

Results of the Mulliken charge analysis, in e, for atoms 1 through 8: -1.21 -0.53 0.38 -0.61 -0.87 1.24 -0.70 -0.75

Here is C33H38AsN5O7PRbS2 as an isolated structure from OMol25. Energies are from ωB97M-V with the def2-TZVPD basis set.

Structure (XYZ):
```
88
Properties=species:S:1:pos:R:3:forces:R:3
Rb -1.2173 -0.7077 0.9002 0.879 0.299 -2.006
N -2.4588 2.8004 1.6873 -0.163 -0.058 -0.031
C -3.5185 3.0507 2.6653 0.060 -0.057 -0.033
C -4.8708 3.2521 1.9764 0.012 -0.075 -0.100
N -5.2328 2.2362 0.9918 -0.120 0.021 0.145
C -5.9378 1.0640 1.5003 0.121 0.056 -0.086
C -5.0647 -0.0591 2.0516 0.097 -0.021 -0.047
N -4.1692 -0.5839 1.0140 -0.234 0.245 0.148
H -1.9470 1.9715 1.9800 0.165 0.027 0.107
H -1.7925 3.5575 1.6498 0.007 0.042 0.026
H -3.3107 3.9376 3.2745 0.002 0.033 0.066
H -3.5646 2.2054 3.3533 0.016 -0.025 0.038
H -4.8470 4.2257 1.4722 -0.007 0.015 -0.048
H -5.6616 3.3069 2.7322 -0.022 0.027 0.004
H -4.3809 1.9327 0.5265 0.022 -0.010 -0.061
H -6.5335 0.6412 0.6809 -0.034 0.017 -0.013
H -6.6470 1.3848 2.2710 0.000 0.024 -0.010
H -5.7239 -0.8292 2.4705 -0.005 -0.090 0.054
H -4.4442 0.2993 2.8737 -0.004 0.006 0.011
H -4.5807 -1.3801 0.5450 -0.048 -0.012 -0.046
H -3.3416 -0.9412 1.4683 -0.742 -0.251 0.324
O 0.4561 0.6299 5.0489 -0.168 -0.057 -0.064
As -0.9651 -0.3080 4.4098 0.033 0.966 0.691
O -1.1882 0.4467 2.9473 0.044 0.306 1.631
O -2.1426 -0.1994 5.5491 0.203 -0.255 -0.095
C -0.0024 -2.0144 4.5752 0.045 -0.055 -0.185
C 0.4018 -2.2579 5.8903 0.011 -0.029 -0.178
C 1.2138 -3.3350 6.2095 0.008 -0.022 -0.076
C 1.6484 -4.1863 5.1985 -0.035 0.021 0.035
C 1.2364 -3.9752 3.8944 0.122 -0.094 0.110
C 0.4078 -2.9030 3.5743 -0.157 0.189 -0.232
S -1.7502 -3.3282 2.2070 -0.425 -0.988 0.463
O -0.0124 -2.8094 2.2699 -0.331 0.047 0.517
O -2.4119 -2.2515 2.9667 0.019 -0.289 -0.149
O -2.0156 -3.1990 0.7643 0.062 -0.513 -0.089
H 0.8959 0.9488 4.2497 0.038 0.053 0.007
H 0.0767 -1.5702 6.6606 -0.009 0.003 0.012
H 1.5193 -3.5008 7.2361 -0.001 0.004 0.000
H 2.2976 -5.0240 5.4274 0.008 -0.007 0.015
H 1.5473 -4.6334 3.0921 -0.032 0.010 -0.003
O -1.1596 0.4185 -1.4683 0.714 0.389 -0.767
P 0.0673 0.2576 -2.3152 -0.839 -0.132 -0.642
C 1.0529 1.7603 -2.5507 0.158 -0.086 0.194
C 0.5430 2.9218 -1.9724 0.030 0.013 -0.022
C 1.1781 4.1349 -2.1896 0.017 -0.042 -0.034
C 2.3253 4.1973 -2.9744 -0.058 -0.059 0.026
C 2.8284 3.0392 -3.5508 -0.022 0.004 0.007
C 2.1872 1.8244 -3.3508 0.007 -0.052 -0.018
C -0.5175 0.1318 -4.0751 -0.137 0.071 0.013
C 0.1906 -0.5196 -5.0823 0.002 0.004 -0.018
C -0.2698 -0.5116 -6.3939 -0.030 0.026 0.058
C -1.4520 0.1437 -6.7134 0.015 0.001 0.063
C -2.1723 0.7884 -5.7147 0.068 -0.043 0.029
C -1.7065 0.7827 -4.4056 0.010 -0.024 -0.005
C 0.8302 -1.3810 -2.1829 0.185 0.077 0.040
C 2.1901 -1.6688 -2.2757 -0.019 0.115 0.008
C 2.6186 -2.9826 -2.1836 -0.059 -0.042 0.001
C 1.6999 -4.0103 -1.9805 0.001 0.074 -0.015
C 0.3467 -3.7228 -1.8851 0.039 0.054 -0.020
C -0.0922 -2.4093 -2.0046 0.090 -0.017 -0.061
H -0.3359 2.8521 -1.3404 0.054 -0.002 -0.017
H 0.7846 5.0344 -1.7326 -0.008 -0.001 0.006
H 2.8242 5.1459 -3.1355 0.001 -0.010 0.013
H 3.7246 3.0809 -4.1586 0.000 -0.010 -0.006
H 2.5830 0.9255 -3.8118 -0.014 0.062 0.025
H 1.1051 -1.0519 -4.8396 -0.041 0.009 -0.010
H 0.2899 -1.0261 -7.1659 0.012 -0.007 0.000
H -1.8146 0.1440 -7.7348 -0.001 0.004 0.004
H -3.1011 1.2915 -5.9554 -0.004 0.007 0.008
H -2.2665 1.2729 -3.6157 0.023 -0.038 -0.032
H 2.9108 -0.8597 -2.3428 -0.051 -0.055 0.056
H 3.6789 -3.2029 -2.2318 -0.012 -0.004 0.003
H 2.0449 -5.0320 -1.8750 0.002 0.000 0.002
H -0.3731 -4.5084 -1.6945 0.007 0.019 0.022
H -1.1492 -2.1781 -1.9379 0.029 -0.040 0.075
C 6.1327 0.5727 -1.8476 0.006 -0.014 -0.009
C 5.3318 0.5470 -0.5736 -0.154 0.026 -0.090
C 5.9379 0.5503 0.6711 0.043 -0.006 0.102
C 5.0703 0.5097 1.7595 -0.188 0.020 -0.025
N 3.7562 0.4906 1.6534 0.096 0.102 -0.150
C 3.2295 0.5167 0.3928 0.033 -0.184 -0.100
S 1.5219 0.5135 0.2187 0.606 0.252 0.393
N 4.0131 0.5227 -0.7204 0.002 0.055 0.046
H 7.2021 0.6494 -1.6473 0.005 -0.003 -0.011
H 5.8196 1.4184 -2.4622 -0.004 -0.010 0.009
H 5.9452 -0.3364 -2.4235 0.000 0.014 0.006
H 7.0140 0.5752 0.7901 -0.043 -0.009 0.008
H 5.4636 0.4931 2.7748 -0.009 -0.010 -0.017
```
Forces are in eV/Å.

Orbital gap, eV: 6.37
Total charge: -2
Energy above the lowest of the compared OMol25 structures with the same formula, charge and spin, kcal/mol: 66.2
2S+1: 1

Results of the Mulliken charge analysis, in e, for atoms 1 through 8: 1.74 -0.32 -0.41 -0.71 -0.24 -0.89 -0.03 -0.24

Here is a 2-piece molecular cluster, C5H10NO overall from OMol25. Energies are from ωB97M-V with the def2-TZVPD basis set.

Structure (XYZ):
```
17
Properties=species:S:1:pos:R:3:forces:R:3
O -1.4815 -0.8421 0.8905 -0.414 0.044 -0.274
C -0.4163 -0.2730 0.8384 0.220 -0.865 0.285
C -0.0538 0.6721 -0.2336 -0.045 1.321 1.506
C 1.2290 1.4005 -0.1496 0.053 0.580 -0.344
C 2.0490 0.7847 -1.2419 0.157 -0.210 -0.466
C 2.8376 1.5074 -2.1301 -0.182 -0.112 0.305
N -3.5727 -2.9150 1.7169 -1.800 1.231 -0.143
H 0.3031 -0.4228 1.6613 0.184 0.151 -0.190
H -0.9040 1.2200 -0.6368 0.157 -0.529 -0.894
H 1.7804 1.4076 0.7959 -0.262 -0.365 0.139
H 1.0372 2.4447 -0.4207 0.194 0.026 0.065
H 2.0487 -0.2964 -1.2869 0.157 -0.070 -0.112
H 2.8420 2.5894 -2.1293 -0.176 0.096 -0.101
H 3.5720 1.0153 -2.7616 -0.114 -0.109 0.077
H -4.1969 -3.3255 1.0125 0.531 -0.504 -0.195
H -3.0567 -2.0664 1.4317 0.718 -0.346 0.069
H -4.0172 -2.9003 2.6433 0.623 -0.340 0.274
```
Forces are in eV/Å.

⟨S²⟩: 1.41
Orbital gap (spin up / spin down), eV: 8.49 / 5.36
Total charge: +2
Energy above the lowest of the compared OMol25 structures with the same formula, charge and spin, kcal/mol: 60.5
2S+1: 2

Results of the Mulliken charge analysis, in e, for atoms 1 through 8: -0.49 -0.09 -0.27 -0.24 0.09 -0.61 -0.11 0.40

Here is a 3-piece molecular cluster, C30H44BClN4O11S2 overall from OMol25. Energies are from ωB97M-V with the def2-TZVPD basis set.

Structure (XYZ):
```
93
Properties=species:S:1:pos:R:3:forces:R:3
C -1.5524 -0.6207 -2.3029 0.213 -0.036 -0.909
C -1.4931 0.7418 -2.9689 -0.872 0.441 -0.506
C -2.1481 0.8753 -4.3481 -0.203 0.162 0.791
N -0.9747 1.8004 -2.4538 1.510 -0.711 -0.832
C 0.2938 1.6331 -1.8709 -0.047 0.088 1.120
C 0.5997 2.0849 -0.5570 -0.729 0.438 0.308
B -0.6119 2.7833 0.2402 0.266 0.139 -0.303
N -1.7374 1.9932 0.7513 0.200 0.132 -0.393
O -0.5377 4.1644 0.3692 -0.260 -0.830 0.997
C 1.8539 1.9288 -0.0132 0.320 -0.080 -0.995
O 2.1048 2.3654 1.3106 0.594 -1.094 0.380
C 1.8824 1.2879 2.1762 -1.489 -0.644 0.411
O 0.7695 0.8275 2.2647 0.716 0.282 -0.211
C 2.9627 0.7089 3.0584 0.640 0.984 0.236
C 3.2516 1.3583 4.2574 -0.240 0.502 0.345
C 4.1997 0.8607 5.1368 0.441 -0.456 0.261
C 4.9136 -0.3019 4.8347 -0.542 0.638 -0.076
C 4.6308 -0.9336 3.6307 0.518 -0.716 0.149
C 3.6677 -0.4531 2.7617 -0.554 0.061 -0.658
C 2.9306 1.3424 -0.7245 0.456 -0.474 0.562
C 4.3356 1.2006 -0.1661 0.493 0.771 -0.952
C 5.1474 2.4737 -0.6102 -0.729 0.009 1.012
C 6.2364 2.9085 0.4135 0.232 0.657 -1.234
N 7.4821 3.2322 -0.3355 -0.378 -0.128 0.544
C 2.6307 0.8997 -1.9887 -0.580 0.424 -1.156
C 1.3304 1.0360 -2.5696 0.758 0.123 -0.436
C 1.4312 0.4378 -3.9746 -0.587 -0.055 1.367
O 0.8708 0.6825 -5.0054 0.082 -0.284 0.676
N 2.4994 -0.5226 -3.8096 1.415 -0.100 -1.927
C 2.1518 -1.7830 -3.1660 -0.173 -1.002 0.429
C 3.3420 -2.7457 -3.0001 -0.206 -0.513 -0.128
C 3.0326 -3.8920 -2.0119 0.995 0.528 -0.304
Cl 1.8749 -5.0931 -2.6760 0.068 0.322 0.253
C 3.4904 0.2277 -3.0692 -0.565 -0.021 1.733
O 4.6746 0.2760 -3.2595 -0.782 -0.266 0.058
H -0.8142 -0.7669 -1.5073 -0.273 0.073 -0.123
H -1.4513 -1.3976 -3.0783 0.100 0.089 0.436
H -2.5815 -0.7413 -1.9206 0.378 0.099 0.034
H -3.2477 0.8465 -4.2980 0.310 -0.260 -0.110
H -1.8343 1.8225 -4.8013 -0.109 -0.279 0.215
H -1.7473 0.0495 -4.9552 -0.367 0.212 0.119
H -1.3081 1.3354 1.4075 -0.177 0.047 0.000
H -2.0936 1.3977 0.0011 -0.042 0.042 0.164
H 0.2678 4.3750 0.8614 0.159 0.343 -0.566
H 2.7164 2.2600 4.5629 0.065 -0.207 -0.311
H 4.4027 1.3525 6.0878 -0.188 0.055 -0.292
H 5.6435 -0.6716 5.5521 -0.095 -0.076 -0.345
H 5.1762 -1.8430 3.3721 -0.202 0.223 -0.002
H 3.4374 -0.9704 1.8271 0.212 0.033 0.309
H 4.3552 1.0941 0.9215 -0.070 0.137 -0.310
H 4.8543 0.3425 -0.6244 -0.403 0.054 0.320
H 4.4036 3.2869 -0.6862 0.375 -0.142 -0.010
H 5.5698 2.3673 -1.6165 -0.005 -0.235 0.367
H 6.4194 2.1726 1.2112 -0.264 0.131 -0.188
H 5.9059 3.8638 0.8494 0.044 -0.514 0.242
H 8.1234 2.4501 -0.2713 0.148 0.255 -0.075
H 7.9073 4.0592 0.0656 0.260 -0.255 -0.036
H 1.3960 -2.3199 -3.7618 0.166 0.440 0.068
H 1.7062 -1.6467 -2.1532 0.111 0.283 -0.351
H 4.2641 -2.2702 -2.6329 -0.387 0.163 -0.063
H 3.5924 -3.2023 -3.9706 -0.007 0.266 0.246
H 3.9878 -4.4091 -1.8471 -0.474 -0.122 0.020
H 2.6971 -3.5030 -1.0424 -0.280 -0.262 -0.319
C -4.8377 -3.4857 1.4317 -0.075 0.045 -0.256
C -3.4728 -4.1462 1.4320 -0.265 0.552 0.478
O -3.3553 -5.1516 0.4055 0.153 -0.109 -0.205
S -3.1408 -4.6652 -1.0968 -0.030 -0.701 0.250
C -2.6926 -6.2285 -1.7752 0.052 -0.099 0.061
O -2.0083 -3.7904 -1.1422 -0.103 0.337 -0.058
O -4.4013 -4.2715 -1.6448 0.121 0.282 -0.100
H -4.9891 -2.8926 0.5301 0.012 0.022 0.039
H -4.9406 -2.8237 2.2924 0.059 -0.036 0.015
H -5.6281 -4.2366 1.4626 0.039 -0.012 0.078
H -2.6756 -3.4075 1.3296 0.035 -0.095 -0.173
H -3.3171 -4.6602 2.3794 0.092 -0.250 -0.184
H -1.7532 -6.5485 -1.3316 -0.013 0.032 0.008
H -2.5782 -6.0993 -2.8496 -0.022 0.098 0.025
H -3.4865 -6.9413 -1.5665 -0.014 0.044 0.005
C -4.5660 3.7277 1.5119 -0.195 -0.067 -0.247
C -5.1746 3.2419 2.8102 0.771 0.298 -0.106
O -6.5442 2.8197 2.6452 -0.246 -0.245 0.051
S -6.8173 1.4033 1.9682 -0.366 0.506 0.312
C -8.5254 1.2885 2.3892 -0.069 0.038 0.076
O -6.0881 0.3978 2.6818 0.172 -0.064 -0.221
O -6.7030 1.5329 0.5491 0.167 -0.262 -0.024
H -4.4570 2.9112 0.8013 0.098 0.018 0.037
H -3.5786 4.1529 1.6883 -0.003 -0.062 0.043
H -5.2018 4.4828 1.0460 -0.005 0.046 0.111
H -4.5817 2.4361 3.2472 -0.159 -0.115 -0.052
H -5.1924 4.0575 3.5321 -0.332 -0.091 0.053
H -8.6182 1.2292 3.4705 0.030 0.013 -0.016
H -8.9176 0.3854 1.9261 0.094 -0.005 -0.034
H -9.0413 2.1627 2.0002 0.040 -0.006 -0.016
```
Forces are in eV/Å.

Orbital gap, eV: 8.36
SMILES: CC(C)=Nc1c(B(N)O)c(OC(=O)c2ccccc2)c(CCCN)c2c1C(=O)N(CCCCl)C2=O.CCOS(C)(=O)=O.CCOS(C)(=O)=O
2S+1: 1

Results of the Mulliken charge analysis, in e, for atoms 1 through 8: -1.20 0.55 -1.38 -0.65 -0.33 0.45 0.93 -0.50

Here is a 3-piece molecular cluster, C2H4O3 overall from OMol25. Energies are from ωB97M-V with the def2-TZVPD basis set.

Structure (XYZ):
```
9
Properties=species:S:1:pos:R:3:forces:R:3
C 1.0603 1.8502 -1.5246 0.638 0.880 -2.464
C -1.4811 -1.5923 0.1500 -1.324 -0.820 -1.851
O 0.0157 1.2962 -1.3216 0.789 0.264 0.380
O -0.5320 -1.5163 2.7096 0.921 1.644 4.411
O -1.0377 -2.1110 1.0883 -0.286 -1.200 -3.067
H 1.2839 2.3251 -2.6341 -0.427 -0.901 2.339
H 1.9352 1.9751 -0.8102 -1.024 -0.283 -0.249
H -1.6573 -0.5700 -0.2296 0.485 0.551 0.627
H 0.4130 -1.6570 2.5722 0.229 -0.135 -0.126
```
Forces are in eV/Å.

⟨S²⟩: 2.01
Orbital gap (spin up / spin down), eV: 7.80 / 9.68
Energy above the lowest of the compared OMol25 structures with the same formula, charge and spin, kcal/mol: 11.5
2S+1: 3

Results of the Mulliken charge analysis, in e, for atoms 1 through 8: -0.05 0.07 -0.36 -0.37 -0.29 0.18 0.23 0.28

Number 1: E -46754.8815 eV, maximum force 1.11 eV/A. Number 2: E -149077.4959 eV, maximum force 2.21 eV/A. Number 3: E -8860.5935 eV, maximum force 2.19 eV/A. Number 4: E -95175.4276 eV, maximum force 2.39 eV/A. Number 5: E -8273.9583 eV, maximum force 4.80 eV/A.